Entry from the OMol25 dataset: a 2-piece molecular cluster, C29H55BN2O7P overall at a distorted geometry (ωB97M-V/def2-TZVPD).

```
95
Properties=species:S:1:pos:R:3:forces:R:3:mulliken_charge:R:1
C 2.236 0.390 1.839 -0.96 0.54 0.65 -1.393
C 2.552 0.207 0.575 0.76 0.06 0.35 -0.194
N 1.685 0.582 -0.514 -0.23 -1.55 0.19 1.380
C 1.450 -0.239 -1.496 -0.14 -0.34 -0.62 -0.640
C 2.109 -1.600 -1.535 0.64 0.44 -0.70 -1.058
C 3.545 -1.362 -2.176 -0.37 0.10 -0.74 -0.305
C 3.822 -2.346 -3.366 0.31 1.03 0.61 -1.299
C 0.460 0.384 -2.516 -0.16 -1.00 0.92 0.212
B -0.502 -0.560 -3.397 -0.89 0.09 -0.24 -0.211
O -0.330 -1.920 -3.616 0.47 0.82 -0.50 -0.603
C -1.793 0.110 -4.060 0.15 -1.12 0.26 -0.172
C -3.074 -0.773 -3.731 0.49 0.68 0.65 -0.854
C -0.276 1.356 -1.530 0.13 1.27 -1.79 -0.359
C -1.524 0.840 -0.779 0.64 -0.01 1.40 -0.355
C -1.236 -0.134 0.407 -1.00 -0.30 -0.37 -0.095
C -1.222 -1.654 0.013 0.28 0.92 0.90 0.271
P -2.561 -2.672 0.742 -0.50 -1.27 -1.14 0.731
O -2.198 -4.082 0.525 0.21 -0.03 0.38 -0.750
O -2.872 -2.303 2.297 0.84 0.55 -1.45 -0.472
C -1.693 -2.174 3.119 0.45 -0.43 1.89 0.179
C -0.854 -3.466 3.256 0.14 -0.08 -0.82 -0.958
O -3.913 -2.325 -0.091 1.27 0.08 1.25 -0.330
C -4.904 -3.374 -0.016 -2.14 -0.17 -0.63 -0.321
C -5.187 -3.999 -1.402 0.03 -0.17 0.09 -1.090
C 0.952 1.869 -0.731 -0.29 1.33 0.55 0.940
C 0.507 2.714 0.493 0.28 0.36 0.63 -1.555
C -0.038 4.129 0.063 -0.14 -1.30 -0.32 -0.958
C -1.409 4.478 0.701 1.14 1.10 -0.02 -0.699
O -2.031 5.458 -0.166 -0.68 -0.53 0.39 -0.414
C -2.757 4.833 -1.150 -1.56 -0.52 0.45 0.725
C -4.205 4.340 -0.879 1.44 0.59 0.53 -0.961
O -2.303 4.645 -2.225 1.17 0.01 -1.48 -0.489
C 2.006 2.720 -1.549 -0.25 0.69 -0.18 -0.138
C 3.245 3.130 -0.734 0.10 0.14 0.47 -0.070
C 3.336 4.364 0.186 0.18 -0.11 -0.47 -1.558
N 4.262 2.393 -0.889 0.23 -0.38 -0.14 -0.553
H 1.232 0.744 2.105 0.59 0.04 0.09 -0.029
H 2.920 0.210 2.668 -0.24 -0.27 -0.47 0.402
H 3.521 -0.260 0.374 -0.46 0.50 -0.67 0.306
H 1.594 -2.296 -2.210 -0.19 0.45 0.44 0.650
H 2.162 -2.077 -0.544 -0.01 0.35 -0.28 0.493
H 3.543 -0.351 -2.633 0.20 -0.36 0.45 0.136
H 4.347 -1.357 -1.423 -0.38 -0.18 -0.22 0.480
H 3.402 -1.888 -4.280 -0.08 -0.58 0.34 0.297
H 4.914 -2.360 -3.532 -0.51 -0.39 0.05 0.398
H 3.411 -3.345 -3.160 0.33 0.27 -0.27 0.334
H 0.925 1.042 -3.279 0.35 -0.44 0.43 0.358
H 0.546 -2.140 -3.965 -0.20 -0.24 0.46 0.349
H -1.905 1.161 -3.753 -0.15 -0.33 -0.46 0.233
H -1.630 -0.002 -5.153 0.00 0.55 0.46 0.463
H -3.423 -1.337 -4.606 0.10 0.20 0.42 0.296
H -3.873 -0.117 -3.342 0.18 -0.38 -0.40 0.323
H -2.829 -1.467 -2.906 -0.35 0.01 -0.49 0.146
H -0.644 2.238 -2.094 0.23 -0.48 0.01 0.754
H -2.011 1.733 -0.339 0.17 -0.37 -0.35 -0.335
H -2.281 0.372 -1.429 0.50 0.28 -0.06 0.256
H -0.312 0.118 0.941 -0.37 -0.08 -0.25 -0.836
H -2.066 0.004 1.130 0.48 0.04 -0.25 1.249
H -1.229 -1.854 -1.072 -0.15 0.06 0.42 -0.199
H -0.280 -2.083 0.411 -0.57 -0.16 -0.23 0.014
H -1.042 -1.329 2.822 -0.43 -0.37 -0.21 -0.180
H -2.060 -1.918 4.131 -0.10 0.00 -0.61 0.402
H -0.275 -3.597 2.322 -0.09 -0.16 0.55 0.190
H -1.463 -4.378 3.363 -0.01 0.54 -0.02 0.327
H -0.155 -3.430 4.110 -0.33 0.32 -0.37 0.337
H -5.852 -2.885 0.286 0.63 0.00 0.03 0.396
H -4.707 -4.143 0.746 0.39 0.36 -0.35 0.346
H -6.215 -4.411 -1.439 0.46 0.21 0.28 0.409
H -4.514 -4.842 -1.631 -0.04 0.56 -0.01 0.265
H -5.156 -3.229 -2.194 0.22 -0.34 0.40 0.194
H 1.369 2.852 1.170 -0.44 -0.11 -0.29 0.856
H -0.285 2.254 1.108 0.41 -0.24 -0.40 0.539
H -0.202 4.120 -1.030 0.07 0.22 0.53 0.229
H 0.729 4.880 0.296 -0.56 -0.03 -0.13 0.221
H -1.218 5.025 1.640 -0.44 -0.52 -0.22 0.344
H -2.070 3.608 0.862 0.30 0.28 -0.03 0.365
H -4.339 3.442 -1.496 -0.10 0.27 0.36 0.288
H -4.871 5.136 -1.244 0.06 -0.33 0.41 0.356
H -4.290 4.154 0.203 -0.56 0.05 -0.49 0.322
H 2.395 2.154 -2.413 -0.16 0.14 0.54 0.677
H 1.563 3.640 -1.970 -0.09 -0.45 0.28 0.586
H 2.843 5.232 -0.280 0.04 -0.28 0.45 0.277
H 4.407 4.611 0.303 -0.50 -0.06 -0.16 0.560
H 2.975 4.167 1.212 -0.18 0.16 -0.60 0.300
H 5.047 2.752 -0.342 -0.02 -0.14 -0.10 0.270
C 2.879 -1.370 6.483 -0.19 0.25 -0.19 -1.184
C 2.933 -1.979 5.106 -0.06 0.03 -0.07 0.843
O 2.394 -1.446 4.157 0.05 -0.09 0.14 -0.486
C 3.682 -3.277 4.955 -0.11 0.05 -0.35 -1.164
H 2.310 -0.443 6.446 0.02 -0.04 -0.01 0.284
H 2.388 -2.057 7.175 0.19 -0.04 0.07 0.353
H 3.889 -1.150 6.832 -0.02 -0.17 0.12 0.354
H 3.225 -4.046 5.580 0.16 0.02 0.12 0.350
H 4.727 -3.139 5.238 -0.05 -0.10 0.18 0.377
H 3.640 -3.600 3.916 -0.01 0.02 0.04 0.271
```
Forces are in eV/Å.

Computed properties:
- Calculated total energy: -58238.6108 eV
- Lowest unoccupied orbital energy: -0.1173 Ha
- HOMO: -12.14 eV
- Total charge: +1
- 2S+1: 1

***

Entry from the OMol25 dataset: C41H43ClN7O5Y as an isolated structure at a distorted geometry (ωB97M-V/def2-TZVPD).

```
98
Properties=species:S:1:pos:R:3:forces:R:3:mulliken_charge:R:1
Y -0.401 -0.280 -0.511 1.97 2.21 -0.82 0.076
Cl -1.333 -3.215 -7.001 -0.15 -0.19 -0.28 -0.254
C -0.715 -2.433 -5.586 -0.02 0.17 0.05 0.099
C 0.370 -2.998 -4.909 -0.16 0.17 -0.07 -0.863
C 0.890 -2.368 -3.812 0.01 0.23 0.31 -0.332
C 0.353 -1.151 -3.300 -0.14 -0.10 -1.15 0.317
O 0.884 -0.549 -2.298 0.27 -0.07 -0.07 -0.620
C -0.777 -0.615 -4.006 0.56 -0.68 0.15 0.458
C -1.443 0.545 -3.535 -0.25 0.60 0.25 -0.402
N -1.247 1.105 -2.386 -0.10 -0.52 -0.31 1.111
C -1.894 2.295 -2.116 -0.34 1.01 -0.32 -0.952
C -1.865 3.350 -3.010 0.06 -0.58 0.24 0.132
C -2.475 4.572 -2.719 -0.31 0.35 0.26 -1.046
C -3.116 4.762 -1.525 0.14 0.09 -0.28 -0.904
C -3.173 3.717 -0.583 0.17 -0.42 -0.10 0.749
C -3.847 3.851 0.646 0.02 -0.27 0.17 -0.919
C -3.926 2.772 1.481 -0.02 0.29 -0.12 -1.261
C -3.296 1.574 1.099 0.06 -0.19 -0.03 -0.092
N -2.623 1.420 -0.014 0.03 -0.35 0.17 0.827
C -2.564 2.464 -0.868 -0.20 0.54 -0.29 0.356
C -1.279 -1.265 -5.148 0.14 0.00 0.23 -0.989
H 0.787 -3.929 -5.267 0.04 -0.03 0.01 0.450
H 1.714 -2.811 -3.277 0.10 -0.04 0.02 0.148
H -2.214 0.959 -4.197 0.11 0.08 0.01 0.427
H -1.337 3.230 -3.944 0.10 -0.06 -0.08 0.547
H -2.441 5.362 -3.454 0.01 0.10 -0.02 0.421
H -3.594 5.700 -1.287 -0.03 0.12 -0.01 0.421
H -4.297 4.801 0.903 -0.07 0.05 0.02 0.433
H -4.455 2.829 2.419 -0.02 -0.05 0.09 0.453
H -3.356 0.713 1.753 0.08 -0.05 0.06 0.360
H -2.136 -0.846 -5.658 -0.04 0.02 -0.09 0.454
O -1.811 -1.489 -1.395 -0.70 -0.84 -0.23 0.219
C -3.018 -1.802 -1.069 -1.05 -0.53 0.14 0.433
C -3.983 -2.038 -2.079 0.29 0.10 0.07 -0.796
C -5.266 -2.420 -1.778 -0.01 0.01 0.06 -0.615
C -5.661 -2.620 -0.455 -0.17 -0.06 0.04 -0.770
C -4.756 -2.390 0.553 0.13 0.12 0.03 -0.875
C -3.449 -1.951 0.290 0.01 0.06 -0.85 1.089
C -2.584 -1.646 1.386 0.68 0.09 0.39 -0.901
N -1.403 -1.121 1.277 -1.28 -0.90 1.06 1.200
N -0.759 -0.896 2.469 0.04 0.01 0.87 -1.189
C 0.445 -0.381 2.362 -0.56 -0.32 -0.20 0.340
O 1.039 -0.069 1.274 0.11 0.01 0.38 -0.449
C 1.104 -0.149 3.673 0.26 0.04 0.24 0.494
C 2.357 0.450 3.744 -0.21 -0.04 -0.21 0.093
C 2.948 0.694 4.971 0.11 0.05 0.12 -1.157
C 2.295 0.339 6.140 0.02 0.07 0.07 -0.440
C 1.054 -0.278 6.079 0.05 0.00 0.10 -0.848
C 0.467 -0.529 4.854 -0.03 0.05 -0.06 -0.412
H -3.670 -1.912 -3.106 0.07 0.00 -0.07 0.450
H -5.978 -2.568 -2.577 -0.05 -0.07 -0.08 0.446
H -6.665 -2.951 -0.232 -0.03 0.00 0.05 0.381
H -5.047 -2.535 1.584 -0.05 0.00 0.13 0.378
H -2.960 -1.846 2.395 0.15 -0.01 -0.08 0.217
H 2.850 0.720 2.822 0.06 0.04 -0.10 0.499
H 3.921 1.162 5.025 0.05 0.04 -0.03 0.449
H 2.747 0.548 7.099 0.07 -0.01 0.07 0.417
H 0.548 -0.561 6.992 -0.02 -0.02 0.01 0.424
H -0.494 -1.013 4.780 -0.05 0.00 0.04 0.462
C 1.535 3.817 -1.399 -0.13 0.02 -0.01 -0.779
N 2.033 3.102 -0.228 -0.21 -0.20 0.08 -0.202
C 2.752 1.888 -0.604 -0.06 -0.19 0.03 -0.574
C 0.918 2.763 0.612 0.31 0.37 -0.01 -0.288
O -0.022 2.078 0.212 -0.01 -0.09 -0.21 0.673
N 0.958 3.296 1.835 -0.08 -0.25 -0.03 0.723
C 2.018 4.165 2.287 0.34 0.18 -0.01 -1.122
C -0.157 3.127 2.741 -0.28 -0.20 0.05 -0.735
H 0.708 3.286 -1.888 0.11 0.01 -0.05 0.055
H 2.349 3.940 -2.109 0.05 0.06 0.01 0.398
H 1.186 4.798 -1.081 -0.07 0.12 -0.11 0.301
H 3.659 2.181 -1.134 -0.03 -0.08 -0.02 0.519
H 2.151 1.219 -1.238 0.16 0.07 -0.05 0.117
H 3.014 1.350 0.306 0.10 -0.09 -0.03 -0.011
H 2.905 3.983 1.687 -0.04 0.12 0.11 0.353
H 2.229 3.961 3.338 -0.03 -0.03 -0.03 0.383
H 1.724 5.213 2.183 0.05 0.03 0.06 0.310
H -0.771 2.291 2.413 0.03 0.06 0.02 0.028
H -0.766 4.035 2.754 -0.04 -0.01 0.07 0.315
H 0.209 2.920 3.748 0.03 0.01 -0.06 0.320
O 1.118 -2.330 -0.225 -0.01 -0.42 0.10 -1.089
C 2.316 -2.284 -0.007 0.43 0.34 0.04 0.684
C 3.374 -2.115 -1.071 -0.35 -0.10 -0.24 -0.830
C 3.811 -3.559 -1.413 0.28 0.05 0.11 -0.513
C 4.221 -4.459 -0.230 -0.21 -0.20 -0.11 -1.038
C 3.046 -4.948 0.643 0.13 0.03 0.16 -0.478
C 2.595 -3.921 1.707 -0.17 -0.46 -0.06 -0.833
N 2.862 -2.581 1.223 0.01 0.50 0.19 0.139
H 4.220 -1.534 -0.702 0.04 -0.01 0.09 0.607
H 2.957 -1.627 -1.950 0.03 0.07 0.11 0.150
H 4.656 -3.501 -2.105 -0.11 0.01 -0.04 0.428
H 2.989 -4.058 -1.934 0.04 0.04 -0.05 0.202
H 4.982 -3.971 0.387 0.06 -0.03 -0.04 0.323
H 4.694 -5.346 -0.662 0.03 0.09 0.05 0.454
H 3.331 -5.877 1.141 -0.09 -0.02 -0.03 0.482
H 2.205 -5.173 -0.016 -0.03 -0.06 0.00 0.222
H 3.143 -4.059 2.640 -0.07 0.04 0.00 0.588
H 1.529 -4.018 1.907 0.06 -0.03 0.11 0.165
H 3.849 -2.368 1.268 -0.14 -0.05 -0.14 0.415
```
Forces are in eV/Å.

Computed properties:
- Calculated total energy: -77455.1866 eV
- Lowest unoccupied orbital energy: -0.0052 Ha
- Relative energy (zero: lowest compared OMol25 entry of this formula, charge and spin): 141.3 kJ/mol
- HOMO: -7.05 eV
- Total charge: 0
- 2S+1: 1

***

Entry from the OMol25 dataset: one molecule with the formula C20H34N4O3 (ωB97M-V/def2-TZVPD).

```
61
Properties=species:S:1:pos:R:3:forces:R:3:mulliken_charge:R:1
C 2.326 2.512 -2.664 0.00 0.00 0.00 -1.410
C 2.357 2.040 -1.214 -0.01 0.00 -0.01 -0.653
N 2.800 0.662 -1.079 -0.02 -0.12 0.08 0.527
C 4.213 0.427 -0.880 0.04 0.10 -0.03 -1.411
C 4.693 0.601 0.603 -0.06 0.09 0.00 0.326
C 5.913 1.505 0.670 0.06 -0.09 -0.01 -1.679
N 3.665 1.142 1.474 0.07 0.01 -0.04 -0.235
C 2.596 0.377 1.845 -0.06 -0.03 0.00 -0.025
O 2.608 -0.837 1.751 0.01 0.01 0.01 -0.691
C 1.406 1.096 2.352 -0.02 -0.01 0.00 1.059
C 0.247 0.434 2.838 -0.02 0.02 0.01 -1.225
C -0.671 1.401 3.141 -0.01 -0.03 0.01 -0.570
N -0.126 2.626 2.852 0.04 -0.02 -0.02 0.213
C -0.754 3.903 3.115 0.00 0.01 -0.01 -0.988
C 1.136 2.448 2.374 0.00 0.03 0.02 -0.301
C 1.963 -0.420 -1.222 0.00 0.06 -0.08 0.809
O 2.367 -1.551 -1.355 0.00 -0.03 0.03 -0.660
C 0.475 -0.094 -1.149 0.00 -0.01 0.03 -0.043
O -0.262 -1.266 -1.296 0.00 -0.01 0.00 -0.293
C -1.621 -1.086 -0.958 0.00 0.00 0.01 -0.854
C -2.290 -2.453 -0.948 0.01 0.00 0.00 0.625
C -1.647 -3.317 0.128 0.00 0.00 0.00 -1.762
N -3.724 -2.292 -0.733 -0.01 0.00 0.02 -0.039
C -4.439 -3.555 -0.564 0.00 -0.02 -0.01 -0.739
C -5.911 -3.160 -0.662 0.00 0.01 0.02 -0.570
C -5.906 -1.902 -1.558 0.00 0.01 0.01 -0.604
C -4.423 -1.651 -1.844 0.00 0.00 -0.02 -0.644
H 2.036 3.563 -2.724 0.00 0.00 0.00 0.444
H 3.310 2.403 -3.123 0.00 0.00 0.00 0.313
H 1.618 1.926 -3.250 0.00 0.00 0.00 0.274
H 3.048 2.665 -0.647 0.00 0.00 0.00 0.417
H 1.382 2.170 -0.742 0.01 0.00 0.00 0.411
H 4.429 -0.585 -1.213 0.00 0.00 0.00 0.329
H 4.773 1.117 -1.518 0.00 0.02 0.00 0.524
H 4.934 -0.385 0.995 0.00 -0.01 0.01 0.470
H 6.700 1.135 0.013 0.00 0.00 0.00 0.447
H 5.663 2.518 0.340 -0.01 0.00 0.00 0.370
H 6.308 1.557 1.685 0.00 0.00 0.00 0.390
H 3.572 2.141 1.521 -0.02 0.01 0.00 0.332
H 0.132 -0.633 2.925 0.00 0.00 0.00 0.556
H -1.672 1.328 3.532 0.00 0.00 0.00 0.434
H -0.349 4.651 2.436 0.00 0.01 0.00 0.324
H -1.825 3.824 2.942 0.00 0.00 0.00 0.344
H -0.582 4.226 4.142 0.00 0.00 0.00 0.310
H 1.726 3.302 2.082 0.01 -0.01 0.01 0.440
H 0.283 0.365 -0.167 0.00 0.01 0.00 -0.113
H 0.200 0.644 -1.917 0.00 0.00 -0.01 0.112
H -1.712 -0.636 0.042 0.00 0.00 0.00 0.310
H -2.097 -0.409 -1.678 0.00 0.00 0.00 0.256
H -2.108 -2.920 -1.934 0.00 0.00 -0.01 0.282
H -0.564 -3.272 0.029 0.00 0.00 0.00 0.516
H -1.925 -2.946 1.118 0.00 0.00 0.00 0.349
H -1.952 -4.360 0.050 -0.01 0.00 0.00 0.379
H -4.176 -4.260 -1.373 0.00 0.00 0.00 0.311
H -4.191 -4.028 0.384 0.00 0.01 0.00 0.423
H -6.519 -3.966 -1.070 0.00 0.00 0.00 0.337
H -6.300 -2.921 0.327 0.00 0.00 0.00 0.268
H -6.469 -2.041 -2.480 0.00 0.00 0.00 0.336
H -6.343 -1.054 -1.032 0.00 0.00 -0.01 0.261
H -4.188 -0.589 -1.909 -0.01 0.00 0.01 0.378
H -4.131 -2.118 -2.801 0.00 0.00 0.00 0.302
```
Forces are in eV/Å.

Computed properties:
- Calculated total energy: -33394.8405 eV
- Lowest unoccupied orbital energy: 0.0153 Ha
- Relative energy (zero: lowest compared OMol25 entry of this formula, charge and spin): 47.1 kJ/mol
- SMILES: CCN(C[C@@H](C)NC(=O)c1ccn(C)c1)C(=O)COC[C@@H](C)N1CCCC1
- HOMO: -8.48 eV
- Total charge: 0
- 2S+1: 1